Computed, not measured: C24H39N2PdSSb as an isolated structure, with ωB97M-V/def2-TZVPD.

Results
Net charge = -2
2S+1 = 1
Kohn-Sham gap = 4.99 eV
Electronic energy = -1813.63545 a.u.

Geometry (Å):
1 H 5.0844 4.8705 1.6485
2 H 0.1381 -0.0360 -4.1837
3 C 3.0036 1.5498 1.3715
4 H -0.9988 -0.7127 4.4762
5 H 2.6194 4.8847 2.0587
6 H 2.0143 -0.4097 -3.0327
7 C -3.6377 -0.6562 -2.8625
8 C 2.0199 -1.1779 -2.2603
9 H 2.8335 -1.8806 -2.4986
10 H -3.2458 -3.3022 -3.4974
11 H -4.8220 -0.7168 1.7545
12 C 2.9537 -0.8008 1.0517
13 Sb -0.9527 -0.7275 -1.2320
14 H -1.8321 0.4977 5.4953
15 H 1.5844 -3.8795 -1.8312
16 C -2.3097 -1.4130 -2.9024
17 H 0.3223 -2.1706 -3.1660
18 H -0.0905 -3.7619 -1.2545
19 C 5.0862 0.3329 0.9038
20 C 2.3973 2.7960 1.6967
21 H -4.3353 -1.0086 -3.6402
22 H -3.1780 -1.4135 3.3885
23 H -4.1285 -0.7973 -1.8914
24 N -2.3812 0.5627 3.4859
25 H -1.8100 -1.2377 -3.8591
26 H -1.3486 2.5182 -1.0077
27 C -3.4907 -0.3554 3.4443
28 H -4.1358 -0.2323 4.3209
29 C 4.5164 3.9480 1.5788
30 C 4.3547 -0.8219 0.8685
31 C -0.0441 -1.7383 2.2689
32 H 0.5813 1.3186 -1.9795
33 C -2.5519 -2.9132 -2.7346
34 C 4.4217 1.5543 1.1737
35 H 2.2788 -0.6971 -1.3186
36 H -1.3707 0.8633 -4.3019
37 C -0.4152 1.0983 -2.3697
38 H -0.9675 3.1817 -2.6036
39 C 5.1452 2.7744 1.2698
40 S -1.2561 2.4189 1.7426
41 H 4.8556 -1.7698 0.6878
42 N -3.0291 0.3125 1.2925
43 H -0.5654 0.9955 4.3570
44 C -1.3257 2.2859 -2.0715
45 C -4.1751 0.0667 2.1604
46 H -2.9909 -3.1269 -1.7518
47 H 2.4420 -1.7601 1.0224
48 H 0.1682 1.7254 -4.3683
49 H -3.2189 1.0181 0.6005
50 Pd 0.0315 0.2835 1.5976
51 H -2.3507 2.0997 -2.4095
52 H 6.1604 0.3301 0.7461
53 H -1.6214 -3.4851 -2.8121
54 C -0.3579 0.8880 -3.8870
55 C 0.6825 -1.9199 -2.1603
56 H 0.3585 -2.4010 1.4946
57 H -3.4999 0.4179 -3.0055
58 H 0.5801 -1.8675 3.1598
59 H -1.0550 -2.0893 2.4997
60 H 1.3272 2.7955 1.8499
61 H -4.7845 0.9636 2.3488
62 C -1.8816 0.7657 2.1053
63 C -1.3952 0.3109 4.5059
64 H 6.2188 2.7551 1.1001
65 C 0.8498 -3.2120 -1.3570
66 C 2.2022 0.3417 1.2679
67 H 1.2018 -2.9893 -0.3488
68 C 3.1204 3.9559 1.8044

Forces on atoms 1 to 3 (eV/Å):
H 0.0098 0.0040 0.0121
H 0.0722 -0.0317 -0.0004
C 0.1302 -0.0582 -0.0954